9
Properties=species:S:1:pos:R:3 method="wB97M-V/def2-TZVPD" energy_ha=-1273.09509 gap_ev=8.4995 smiles=CC1(S)SS1 molar_mass_g_mol=124.255 e_homo_ev=-8.61
C 0.117 0.443 -0.247
H -0.440 0.189 -1.106
S 2.632 0.758 1.108
C 1.500 -0.075 -0.092
H 2.176 -2.773 -0.913
H 0.114 1.506 -0.211
H -0.439 -0.043 0.538
S 2.925 0.489 -0.907
S 1.127 -2.222 -0.080

***

79
Properties=species:S:1:pos:R:3 method="wB97M-V/def2-TZVPD" energy_ha=-2906.17432 gap_ev="4.1070 / 6.0567" molar_mass_g_mol=611.656 e_homo_ev="-4.30 / -6.55" spin_multiplicity=6
H -1.452 -4.629 4.280
C 3.578 -0.800 -3.134
C -1.555 -2.440 -1.053
C -2.662 6.169 -5.354
C -4.444 6.897 -7.350
C -2.389 4.333 -4.275
C -2.547 2.095 -3.177
N -1.114 1.528 -1.329
C -0.219 0.595 2.556
N 1.402 -0.529 1.085
H -0.075 0.926 4.662
C -0.900 3.667 -2.420
N -1.932 5.573 -4.375
C -0.536 2.757 -1.474
H -1.916 8.186 -5.461
H -2.596 0.283 -2.057
H 2.209 -0.626 -4.787
C 0.030 -4.005 0.533
C -2.118 1.247 -2.200
H -2.781 1.176 0.624
H -0.662 -5.661 -0.581
H -5.133 7.210 -8.121
C -3.604 5.248 -5.887
C -2.875 -3.569 2.123
C -1.622 -3.810 -1.175
C -0.100 -2.543 0.853
H 1.770 -2.429 1.949
H -3.527 -4.059 2.842
H -0.623 -4.968 2.763
H 2.737 1.030 0.654
H 4.429 -1.095 -3.724
C -2.625 7.472 -5.849
H -0.424 4.632 -2.480
H 4.626 -0.829 -1.251
C 1.278 -0.176 -2.924
C 1.350 -1.993 1.033
H -2.603 -4.286 1.354
H -3.790 1.892 2.763
H -2.669 -2.682 4.728
H -2.388 1.839 4.838
Mn -0.083 0.150 -0.217
H -2.287 -4.265 -1.888
C -0.702 1.001 3.785
H -3.418 -2.747 1.660
C -0.738 -4.598 -0.398
C -2.115 -2.108 3.989
C 1.170 0.016 2.428
C 2.646 -0.052 0.470
H 3.528 -0.550 0.902
H -2.177 -1.824 -1.694
H -1.263 -1.639 4.472
C -1.948 3.373 -3.331
H 0.082 -3.828 3.919
H 1.908 0.804 2.639
C 2.584 -0.273 -1.021
H 0.238 2.995 -0.748
H -3.525 8.820 -7.231
N -3.403 4.090 -5.190
H 0.762 -4.554 1.108
C -1.627 -3.016 2.845
C -2.210 1.146 1.543
C -0.849 -4.191 3.487
N 1.359 -0.040 -1.581
H 0.309 0.032 -3.360
C 2.338 -0.541 -3.719
C -1.993 1.506 3.891
H 1.300 -0.770 3.182
N -0.753 -1.774 -0.236
C -3.526 7.814 -6.838
H -3.369 1.785 -3.806
H -2.750 -1.325 3.589
C -4.494 5.594 -6.886
H 1.939 -2.327 0.172
C 3.685 -0.656 -1.754
N -0.940 0.713 1.418
C -2.769 1.542 2.737
N -0.817 -2.175 2.034
H -3.898 3.225 -5.319
H -5.202 4.880 -7.282

***

104
Properties=species:S:1:pos:R:3 method="wB97M-V/def2-TZVPD" energy_ha=-7945.60619 gap_ev="3.4382 / 6.1631" charge=-2 molar_mass_g_mol=1139.802 e_homo_ev="0.33 / -2.40" spin_multiplicity=3
C 1.352 -3.981 -2.421
N -1.434 2.590 -0.748
C -4.197 0.321 -2.532
C -3.126 -4.232 -2.666
C 1.797 3.444 -2.330
C 2.274 -1.607 4.434
H 4.673 -2.039 -1.129
H 2.232 3.052 1.259
C -0.731 4.902 -1.396
C 3.690 -1.561 -1.164
H 0.921 5.801 2.461
H -3.520 -3.956 1.351
Te 1.316 0.484 1.209
Cl -2.237 -5.049 3.648
H 0.173 2.602 5.398
H 2.563 -2.452 5.052
H -3.536 -5.482 -4.400
H 5.596 -1.751 2.028
H 0.067 -4.162 -0.731
H 4.042 0.828 1.679
C -2.130 -3.474 2.907
O -0.761 -1.041 -1.230
F -5.405 0.898 -2.659
H -1.952 2.831 3.470
H 0.612 2.973 0.606
H -1.478 1.115 1.830
C 2.424 -3.181 -2.584
C -1.111 -3.103 -4.226
H 1.503 4.239 -3.009
C -1.333 -2.501 3.484
H 1.874 2.643 4.984
H 5.163 -2.919 3.263
C 4.762 -2.184 2.572
F -4.172 2.846 -4.505
H -3.465 -1.700 0.382
H -0.792 5.228 -2.436
C 1.233 2.665 1.439
H 5.255 -0.921 5.520
C -2.834 -1.929 1.233
H -0.656 -0.492 3.381
H 0.875 1.328 4.401
F -2.482 1.072 -5.723
C -0.550 3.413 -1.314
H 3.674 -0.815 -1.956
H 0.096 5.426 -0.910
H -2.929 0.750 0.878
C -1.426 3.597 2.905
H -3.912 -4.680 -2.070
F -4.385 -0.976 -2.798
O 0.512 -1.190 -3.075
C -3.062 0.960 -3.393
C -1.318 -2.632 -2.901
H 2.311 5.106 3.279
H -0.330 -2.646 -4.814
F -3.855 0.395 -1.237
Ti -1.131 0.705 -0.889
F -3.920 2.993 -2.394
C -2.926 -4.702 -3.971
Si 0.467 3.377 3.011
S 1.616 -2.567 1.124
Br -1.591 -4.740 -6.490
H -2.495 -2.887 -1.128
H 0.844 -4.623 -3.110
C -3.350 2.500 -3.488
F -2.823 -0.882 -4.926
C 1.724 -2.924 -0.492
H -1.740 4.559 3.298
C 0.887 2.394 4.606
C -2.349 -3.237 -2.140
C 0.592 2.737 -1.782
H 5.824 0.281 4.387
C -1.909 -4.096 -4.705
H 1.802 -0.870 5.077
O -2.524 3.053 -0.181
C -0.501 -1.557 -2.395
N 0.554 1.425 -1.579
N 0.933 -3.830 -1.122
H 3.018 -2.988 -3.453
H -1.665 5.147 -0.891
H 1.535 -1.953 3.720
C -1.991 -0.921 1.741
H -0.771 -2.721 4.380
C 1.224 5.134 3.264
Si 3.742 -0.850 3.488
H 1.273 -0.125 -2.429
C -1.924 0.394 1.138
C -1.268 -1.251 2.906
C 3.243 0.605 2.387
H 4.134 -2.709 1.864
H -1.781 3.542 1.878
N 2.667 -2.539 -1.390
C 4.933 -0.149 4.830
H 2.377 3.884 -1.516
H 0.893 5.576 4.200
F -2.215 3.160 -3.701
H 3.491 -1.074 -0.207
O 1.695 0.706 -1.943
H 4.450 0.628 5.410
F -4.480 0.414 -5.298
O -1.887 0.715 -2.882
C -2.891 -3.190 1.784
H 3.117 1.488 3.006
C -3.207 0.381 -4.838
H 2.431 2.732 -2.855

***

22
Properties=species:S:1:pos:R:3 method="wB97M-V/def2-TZVPD" energy_ha=-897.47581 gap_ev=8.6577 molar_mass_g_mol=182.244 e_homo_ev=-9.28
O -0.752 3.101 -0.458
C 0.461 -0.078 -1.131
H 3.130 0.947 0.910
C 2.004 -0.889 1.183
C 1.602 0.774 -0.562
H -1.647 -1.563 -2.078
H -1.939 -1.980 -0.395
C 0.948 -1.178 1.911
C -0.235 -0.266 2.020
H -1.909 0.550 0.865
H -2.613 -0.314 -1.068
C 2.291 0.368 0.533
O -1.577 2.551 -2.588
C -1.806 -1.071 -1.054
C -0.942 0.010 0.917
C -0.635 -0.351 -0.495
H -0.713 0.050 3.012
S -1.522 2.152 -1.211
H 0.599 -0.332 -2.212
H 2.583 -1.815 1.002
H 1.699 1.585 -1.350
H 0.972 -2.250 2.247

***

149
Properties=species:S:1:pos:R:3 method="wB97M-V/def2-TZVPD" energy_ha=-5244.58619 gap_ev="3.7629 / 3.7363" charge=+1 molar_mass_g_mol=1501.031 e_homo_ev="-7.32 / -7.32" spin_multiplicity=3
C -4.891 2.808 -2.024
H 4.298 -4.981 7.948
H 2.639 -5.078 8.055
C 4.984 -4.303 0.250
H -2.666 -1.193 4.924
C -4.324 -3.300 0.378
H 3.666 -5.810 1.209
C 1.628 -1.414 -1.910
H 0.686 1.610 -4.744
H 5.449 -2.963 6.964
N 4.510 -3.419 5.182
C -1.989 -2.195 -3.693
C -1.958 3.340 -5.985
C -2.528 4.833 -0.988
C -5.411 2.150 2.223
C -4.154 2.011 -3.090
C -3.938 1.253 0.534
H -5.060 -3.871 0.920
Sb -1.814 2.247 -2.788
H 5.107 -3.910 2.721
C 4.542 4.574 -4.753
C 4.650 -5.668 0.787
F 2.271 -1.561 5.350
C -3.585 -2.331 1.052
C 2.749 -1.992 4.140
H -3.569 4.985 -1.249
C 2.324 -1.940 -0.689
H -2.163 5.767 -0.560
H -3.762 -2.116 2.095
O 0.569 -1.024 0.659
H -1.623 3.204 -7.013
N -1.578 2.005 0.598
N 3.416 -4.737 7.479
H 4.404 -1.687 6.323
H -5.770 2.391 -4.429
H 6.008 -3.959 0.360
F 5.368 5.345 -5.476
C 2.506 1.617 0.469
H -3.760 0.606 -0.311
C -2.117 5.415 -3.348
C -1.685 4.508 -2.212
H -1.368 5.440 -4.130
C -0.296 -3.980 3.727
C 4.145 3.327 -5.225
H -0.123 -2.790 1.935
H -0.072 5.772 -1.558
C -1.314 -1.228 -2.979
C -2.446 -1.811 -1.024
H -1.871 0.909 -6.777
H -0.540 -0.622 -3.445
C -0.903 -4.085 4.968
H -3.520 -3.713 -3.632
H -5.488 0.363 -2.650
H 2.973 0.866 -0.164
C -2.004 -1.987 4.620
C 1.764 -1.598 0.579
C -2.893 2.017 1.046
H -5.927 2.468 -1.970
H -4.331 0.037 -3.938
H -0.727 -4.959 5.582
H -3.067 5.099 -3.768
C 1.110 1.756 0.432
C 1.430 3.634 2.034
C 3.173 4.219 -2.805
H 2.380 -2.988 6.917
C -2.629 -1.597 0.360
C 3.399 -5.390 6.141
H 5.427 -6.230 1.281
H 3.862 -3.016 -1.696
H -3.036 3.359 -5.991
S -1.674 -0.371 2.477
C 3.274 2.541 -4.491
C 2.109 -1.510 3.018
H -4.548 3.574 3.590
F 4.614 2.883 -6.400
C -5.179 1.313 1.137
H 4.402 2.262 1.234
H 0.121 4.085 -1.081
H -2.259 -3.189 6.369
F 4.440 6.197 -3.031
C -1.766 -3.095 5.414
H 3.461 -6.472 6.267
H -4.462 2.706 -1.035
S -1.676 3.650 2.629
C 3.599 -2.845 1.636
C 2.710 2.981 -3.279
C -4.134 -3.544 -0.964
H 0.368 -4.757 3.378
H -2.466 4.073 -0.218
C 3.333 2.420 1.238
O 0.914 -0.333 -1.658
H 3.819 -5.453 -1.257
C -3.196 -2.801 -1.700
C -3.149 2.856 2.142
H 1.314 -0.787 3.112
C -4.686 2.508 -4.424
C 4.492 -2.765 6.461
H -5.978 0.695 0.755
C -0.225 4.744 -1.881
C -1.330 2.225 -5.166
H 0.450 2.293 -6.347
C 0.604 2.790 1.280
O 1.704 -1.951 -2.992
H 4.565 -5.316 4.332
H -4.903 3.857 -2.302
H -4.482 3.566 -4.558
C -1.748 0.858 -5.695
H -4.294 1.949 -5.265
C 2.488 -1.967 1.743
W -0.356 0.426 -0.413
C -4.395 2.936 2.735
F 2.720 4.686 -1.627
S 1.454 2.094 -2.487
H -0.977 0.121 -5.489
C -4.459 0.521 -2.973
N -1.534 -0.979 -1.652
N 4.000 -3.271 0.377
C 4.737 -5.444 -0.691
H 0.395 4.572 -2.755
H 0.979 4.408 2.639
H -6.386 2.167 2.681
H -4.706 -4.298 -1.479
C 3.418 -2.753 -0.750
C -2.957 -2.978 -3.081
O -2.825 0.220 3.103
C 4.063 5.004 -3.519
C -0.553 -2.884 2.918
H 5.524 -5.124 5.809
C 4.241 -3.274 2.784
H -2.686 0.505 -5.275
H 3.410 -2.802 8.349
C 3.808 -2.887 4.074
H 3.436 4.086 2.585
H -3.810 0.018 -2.261
C 2.790 3.444 2.008
H -2.232 6.427 -2.965
N -1.825 -0.592 0.882
O -0.453 0.420 2.532
H 5.584 -5.843 -1.227
H 2.461 -5.135 5.642
C 4.583 -4.850 5.316
C -1.396 -1.895 3.381
H -1.594 4.305 -5.664
F 2.965 1.327 -4.975
C -0.815 2.810 1.389
C 3.341 -3.253 7.359
H 0.479 3.357 -4.940
H -1.756 -2.329 -4.738
C 0.164 2.380 -5.300

***

58
Properties=species:S:1:pos:R:3 method="wB97M-V/def2-TZVPD" energy_ha=-5620.80279 gap_ev="5.3395 / 5.2226" molar_mass_g_mol=793.833 e_homo_ev="-7.13 / -7.12"
H 3.759 2.166 -2.472
C -1.248 -4.307 -4.191
H 4.177 -5.431 -0.070
H -0.814 3.851 -3.271
H 0.290 -1.310 -3.919
S -2.728 2.923 1.582
C 3.248 -0.203 -1.075
C 2.510 3.365 -3.716
C 3.438 -4.748 0.328
C 1.224 3.840 -3.947
H -0.219 -4.391 -0.970
C 1.703 2.126 -1.811
C 1.844 -2.968 -0.013
H 0.762 -2.344 1.739
C 2.918 1.973 0.806
H 3.621 -5.466 2.342
H 4.945 3.999 3.387
C 2.495 -1.087 -2.065
H 4.115 0.292 -1.512
H 2.087 -0.468 -2.867
H 3.620 0.232 1.871
C 3.123 -4.767 1.683
H -1.787 -4.906 -4.914
C 4.368 3.430 2.669
H 4.938 1.528 3.488
C 3.621 4.089 1.706
C -1.059 -4.781 -2.902
C 1.523 -3.005 1.340
C 2.750 2.514 -2.651
S -1.860 0.219 -0.639
Ir 0.162 -0.164 0.158
P 2.020 1.004 -0.423
S -4.328 -0.351 1.854
C 4.371 2.042 2.723
P 1.056 -1.780 -1.143
C 3.640 1.314 1.801
H 3.598 5.170 1.678
H -1.457 -5.744 -2.610
H 3.039 -3.859 -1.572
S -0.733 0.115 2.150
C 0.187 3.478 -3.103
H 1.035 4.500 -4.784
H 3.115 -1.856 -2.525
C 2.892 3.364 0.773
As -2.752 0.871 1.371
C 0.155 -2.779 -2.345
C 2.800 -3.856 -0.516
C -0.063 -2.293 -3.633
C -0.755 -3.061 -4.555
C 2.165 -3.903 2.185
H 1.906 -3.925 3.236
H -0.915 -2.683 -5.556
H 3.607 -0.792 -0.227
H -0.393 2.353 -1.373
H 2.304 3.882 0.027
C -0.361 -4.019 -1.977
H 3.325 3.661 -4.363
C 0.422 2.624 -2.032

***

10
Properties=species:S:1:pos:R:3 method="wB97M-V/def2-TZVPD" energy_ha=-669.48051 gap_ev=8.9965 molar_mass_g_mol=105.137 e_homo_ev=-8.66
C -1.014 1.447 -0.013
C 1.018 -1.534 -0.118
N -0.597 0.172 0.125
H 1.997 -1.996 -0.109
H -2.102 1.647 -0.010
C 0.752 -0.254 -0.055
H 1.454 0.594 -0.126
H -1.283 -0.496 0.404
S -0.129 2.812 -0.121
F -0.097 -2.392 0.023

***

9
Properties=species:S:1:pos:R:3 method="wB97M-V/def2-TZVPD" energy_ha=-1012.27124 gap_ev=6.9260 smiles="FCC(=S)C=S" molar_mass_g_mol=122.189 e_homo_ev=-9.23
H 1.284 1.646 0.338
S 2.000 -1.160 -0.220
F -0.454 1.872 -0.585
C -0.787 -1.141 -0.253
C 0.389 1.087 0.291
H -0.545 -2.073 -0.698
H -0.035 1.140 1.298
S -2.379 -0.987 -0.094
C 0.525 -0.383 -0.075